Record 1
The following is a DFT calculation (ωB97M-V/def2-TZVPD) of a molecular structure, C13H17IrN2O4SSe3Te at a distorted geometry.

The geometry in XYZ format:
```
42
Properties=species:S:1:pos:R:3:forces:R:3:nbo_charge:R:1
Ir 0.123222 -0.164227 0.615070 0.992 -0.269 -0.074 0.85
Se 2.470087 -0.570244 -0.039744 -0.372 0.057 0.095 0.15
Se 3.361809 1.195941 -1.147401 -0.033 0.097 -0.006 -0.07
Te 1.512583 2.922461 -0.837103 0.059 -0.060 0.016 0.21
Se -0.328984 1.327702 -1.238494 -0.135 -0.013 -0.039 -0.14
O -1.666603 0.070236 1.531785 -0.273 -0.490 -0.025 -0.57
N -2.848366 0.005987 0.922545 -0.016 1.982 -0.329 0.73
O -3.790235 0.377664 1.604691 0.146 -0.785 0.010 -0.42
O -2.898004 -0.212232 -0.272298 0.058 -0.583 0.250 -0.42
S -0.876593 -3.828487 -2.241986 0.019 -0.027 0.006 -0.29
C -0.545284 -2.482481 -1.398221 -0.021 0.021 -0.155 0.21
N -0.296833 -1.504276 -0.816360 -0.249 0.114 0.310 -0.59
C -0.565308 3.046015 2.459022 -0.041 -0.013 0.000 -0.60
C 0.310179 2.663796 3.652837 0.041 -0.001 -0.001 -0.23
C 1.801393 2.775393 3.324059 0.001 0.010 -0.044 -0.60
C -0.061101 1.325292 4.263927 0.021 -0.036 -0.030 -0.08
C -0.667794 1.327539 5.513809 -0.071 -0.041 0.020 -0.20
C -1.032376 0.152927 6.151359 -0.002 0.072 0.010 -0.25
C -0.759651 -1.051834 5.530963 0.064 -0.058 -0.049 -0.20
C -0.142766 -1.116804 4.283795 0.028 0.029 0.020 -0.08
C 0.143116 -2.501019 3.715711 -0.047 0.039 -0.018 -0.23
C 1.601386 -2.733719 3.315647 0.022 0.022 -0.023 -0.59
C -0.814723 -2.907977 2.592070 0.036 -0.057 0.057 -0.59
C 0.188690 0.089697 3.638780 -0.096 -0.019 0.030 0.39
O 0.834768 0.053210 2.447854 -0.121 0.027 -0.081 -0.81
H -0.373687 4.085460 2.173486 -0.003 -0.024 -0.002 0.19
H -1.624582 2.938517 2.699615 0.022 0.004 -0.007 0.22
H -0.362595 2.419660 1.592373 -0.021 -0.011 0.028 0.21
H 0.099829 3.400166 4.435361 0.026 0.015 0.021 0.19
H 2.088301 2.054760 2.557949 -0.009 0.025 0.015 0.22
H 2.408318 2.589334 4.213389 -0.006 -0.007 -0.018 0.20
H 2.031946 3.778696 2.953481 -0.004 -0.018 0.020 0.19
H -0.863478 2.282122 5.991228 0.005 -0.007 0.002 0.20
H -1.511188 0.176820 7.122999 0.007 0.005 -0.026 0.20
H -1.020088 -1.981753 6.027048 0.001 0.016 -0.019 0.20
H -0.054263 -3.183865 4.548479 -0.010 -0.014 0.004 0.19
H 1.866992 -2.173847 2.420406 -0.001 0.015 0.016 0.21
H 1.762679 -3.794595 3.108210 -0.002 0.006 0.016 0.20
H 2.282471 -2.429632 4.113499 -0.009 -0.004 -0.009 0.20
H -0.669681 -2.315550 1.689794 0.007 -0.049 -0.002 0.20
H -1.853872 -2.783983 2.899516 -0.001 0.009 -0.009 0.21
H -0.651960 -3.953546 2.316682 -0.014 0.019 0.020 0.20
```
Forces are in eV/Å.

Summary:
total charge: -1
E_tot: -8890.9007 Eh
gap between HOMO and LUMO (alpha / beta): 6.35 / 5.05 eV
<S²>: 0.76
LUMO energy (alpha / beta): 1.3 / 0.0 eV
largest force on an atom: 0.03907 Eh/bohr
spin multiplicity: 2
energy relative to the best compared isomer or geometry (same formula, charge and spin): 5.79 kcal/mol


Record 2
The following is a DFT calculation (ωB97M-V/def2-TZVPD) of C13H17N in the gas phase at a distorted geometry.

The geometry in XYZ format:
```
31
Properties=species:S:1:pos:R:3:forces:R:3:nbo_charge:R:1
C 0.233893 4.834715 0.432065 1.666 0.559 0.772 -0.51
C 0.321431 3.642022 -0.093997 -0.844 2.437 1.266 0.13
C 0.329907 2.457540 -0.564196 -0.434 0.694 -0.128 -0.31
C -0.221443 1.306559 0.118670 -1.021 -3.558 0.961 -0.09
C -1.144569 1.551754 1.279784 -1.139 1.604 1.119 -0.62
N 0.900980 0.498774 0.665922 0.537 0.319 -0.717 -0.42
C 1.927425 0.371941 -0.349261 -0.252 -0.323 0.348 -0.43
C 0.557270 -0.796189 1.223770 -1.684 -0.355 0.899 -0.24
C -0.127645 -1.743022 0.257551 2.834 -0.673 -0.210 -0.04
C 0.783801 -2.678732 -0.347684 -2.355 -0.741 -0.507 -0.21
C 0.347320 -3.676840 -1.228801 -1.098 -0.005 0.910 -0.21
C -1.053047 -3.683755 -1.562618 0.573 1.608 -0.209 -0.23
C -1.905747 -2.677464 -1.019191 -0.222 -0.712 -0.192 -0.20
C -1.450710 -1.748137 -0.055526 -0.040 -2.059 -1.621 -0.23
H 1.072463 5.141977 1.137766 -1.153 -0.274 -1.001 0.22
H -0.486673 5.617718 0.170362 0.042 -0.657 0.147 0.23
H 0.740721 2.428112 -1.520825 0.749 -0.780 -1.543 0.24
H -0.822527 0.664015 -0.592261 0.687 0.630 0.066 0.19
H -0.557064 1.844234 2.173308 -0.209 -0.257 -0.398 0.22
H -1.815439 0.704258 1.579337 0.712 0.732 -0.563 0.21
H -1.771427 2.451512 1.067181 0.130 -0.794 0.115 0.22
H 1.615881 -0.214227 -1.213018 -0.373 0.495 -0.730 0.17
H 2.333347 1.356224 -0.559181 0.200 -0.299 -0.334 0.21
H 2.659112 -0.270769 0.051699 1.450 -0.449 0.699 0.19
H 1.433966 -1.366782 1.588430 -0.164 0.933 -0.003 0.21
H -0.145709 -0.641174 2.082486 0.767 -0.050 -0.476 0.21
H 1.790916 -2.771348 -0.034824 0.887 0.456 0.433 0.20
H 1.053433 -4.524829 -1.452736 -0.971 1.113 -0.283 0.22
H -1.393056 -4.300533 -2.396399 -0.148 -0.150 0.582 0.22
H -3.006699 -2.591523 -1.254491 1.422 -0.532 -0.057 0.21
H -2.200112 -1.186032 0.416677 -0.548 1.089 0.658 0.21
```
Forces are in eV/Å.

Summary:
total charge: 0
E_tot: -560.1925 Eh
gap between HOMO and LUMO: 9.36 eV
LUMO energy: 0.9 eV
largest force on an atom: 0.07437 Eh/bohr
energy relative to the best compared isomer or geometry (same formula, charge and spin): 83.07 kcal/mol
SMILES: C=C=C[C@H](C)N(C)Cc1ccccc1


Record 3
The following is a DFT calculation (ωB97M-V/def2-TZVPD) of a gas-phase ion, C13H17N2 (charge +1) at a distorted geometry.

The geometry in XYZ format:
```
32
Properties=species:S:1:pos:R:3:forces:R:3:nbo_charge:R:1
C 4.143760 -1.861013 -0.207694 -1.720 1.440 -0.638 -0.21
C 4.925047 -0.735174 -0.502899 -3.096 0.754 1.678 -0.07
C 2.800548 -1.767407 -0.015464 -3.299 0.114 1.554 -0.15
C 3.046690 0.692916 0.117687 2.726 -0.263 -1.093 -0.18
C 4.404423 0.579235 -0.320112 -1.705 -1.656 0.294 0.04
C 2.180893 -0.439402 0.282136 1.421 0.484 -0.847 0.19
C -1.490416 -0.116913 1.256724 2.856 1.589 1.269 -0.51
C 0.010418 -0.158037 1.425346 -0.059 -0.023 -0.354 0.25
C -2.011473 0.096752 -0.161675 -3.265 -1.123 4.858 0.14
C 5.290842 1.765784 -0.539764 -0.726 -3.696 -0.136 -0.62
C -4.305974 1.032889 -0.682232 -1.948 -3.193 -1.279 -0.60
C -3.860426 -1.435468 -0.636974 0.250 0.670 0.500 -0.60
C -3.580529 -0.126204 -0.001876 0.900 0.758 -2.821 -0.19
N -1.546063 0.240807 -1.235686 2.673 0.681 -3.194 -0.17
N 0.893874 -0.186446 0.546849 0.701 -1.043 -0.846 -0.24
H 4.534362 -2.807766 -0.334015 0.935 -1.817 -0.197 0.24
H 5.864421 -1.026269 -0.763478 2.874 0.271 -0.916 0.22
H 2.068033 -2.655176 0.056160 1.584 1.364 -0.152 0.25
H 2.819661 1.733538 0.230835 -1.176 0.180 0.370 0.24
H -1.673230 -1.085952 1.674087 -0.954 -1.056 -0.206 0.27
H 0.391651 -0.267968 2.426872 -0.111 -0.035 0.740 0.22
H -1.810635 0.541889 2.143301 -0.205 -0.384 -1.840 0.28
H 4.842124 2.501147 -1.059260 -1.510 2.514 -1.920 0.23
H 5.530899 2.093115 0.387500 1.257 1.317 2.811 0.23
H 6.105238 1.345636 -1.048601 1.549 0.180 -0.698 0.23
H -3.671955 1.782176 -0.987757 1.362 1.652 -0.802 0.22
H -5.000606 1.406387 -0.008193 -1.446 0.996 1.147 0.22
H -4.928838 0.626363 -1.588537 1.310 0.871 1.540 0.22
H -3.320078 -2.208539 -0.194696 1.559 -1.397 0.214 0.20
H -3.761725 -1.275128 -1.646831 1.045 -0.368 -2.542 0.22
H -4.820379 -1.790359 -0.576295 -2.883 -0.259 0.733 0.23
H -3.688123 -0.262627 1.004266 -0.901 0.477 2.773 0.19
```
Forces are in eV/Å.

Summary:
total charge: +1
E_tot: -614.6209 Eh
gap between HOMO and LUMO (alpha / beta): 9.25 / 5.48 eV
LUMO energy (alpha / beta): -3.7 / -6.5 eV
largest force on an atom: 0.11591 Eh/bohr
energy relative to the best compared isomer or geometry (same formula, charge and spin): 174.55 kcal/mol


Q: Which of these has the lowest total charge?
A: C13H17IrN2O4SSe3Te